1.
{
  "formula": "CH4FIP2",
  "method": "wB97M-V/def2-TZVPD",
  "symbols": ["C", "F", "P", "P", "I", "H", "H", "H", "H"],
  "coordinates": [[-1.3131, 1.0082, 0.5541], [0.8137, 1.3237, -0.4760], [1.5629, -1.2814, 0.3863], [-0.1002, 0.0056, -0.1977], [-3.3097, -0.0109, 0.3074], [-1.1792, 1.1000, 1.6646], [2.2864, -0.1309, 0.0615], [1.7917, -1.7248, -0.8864], [-0.5526, -0.2895, -1.4138]],
  "spin_multiplicity": 1,
  "de_lowest_kj_mol": 341.6,
  "charge": 0,
  "gap_ev": [7.991, 7.990],
  "lumo_energy_ha": [-0.0034, -0.0034]
}



2.
{
  "formula": "C5H8O",
  "method": "wB97M-V/def2-TZVPD",
  "symbols": ["C", "C", "C", "C", "C", "O", "H", "H", "H", "H", "H", "H", "H", "H"],
  "coordinates": [[-1.5274, -0.2810, -0.2646], [-0.7447, 0.9345, 0.2009], [0.5045, 0.1994, 0.7053], [1.6581, 0.1157, -0.2439], [0.6239, -0.9843, -0.2319], [-0.5401, -0.9789, -1.0349], [-2.4024, -0.1136, -0.8957], [-1.8269, -0.8576, 0.6288], [-0.5312, 1.5653, -0.6721], [-1.2170, 1.5671, 0.9580], [0.6246, 0.1127, 1.7809], [1.7649, 0.7953, -1.0810], [2.5907, -0.1576, 0.2503], [1.0071, -1.9936, -0.0915]],
  "spin_multiplicity": 1,
  "de_lowest_kj_mol": 174.6,
  "charge": 0,
  "gap_ev": 10.455,
  "lumo_energy_ha": 0.0442,
  "smiles": "C1C[C@@H]2C[C@@H]2O1"
}



3.
{
  "formula": "C8H11BrS",
  "method": "wB97M-V/def2-TZVPD",
  "symbols": ["C", "C", "C", "C", "C", "C", "C", "C", "S", "Br", "H", "H", "H", "H", "H", "H", "H", "H", "H", "H", "H"],
  "coordinates": [[1.3233, -1.5384, -2.5359], [1.4398, -0.5771, -1.3979], [0.3399, -0.5460, -0.4563], [0.3676, -1.1004, 0.7687], [-0.6673, -1.0422, 1.8156], [-1.6575, -0.1619, 1.8444], [-1.7310, 1.1320, 1.1064], [-0.7096, 1.9925, 0.8753], [-1.1259, 3.5576, 0.1577], [1.0031, 1.9149, 1.6351], [1.8770, -1.1781, -3.3009], [0.3674, -1.7090, -3.0009], [1.6569, -2.4529, -2.2754], [1.3464, 0.4982, -1.6714], [2.3656, -0.6059, -0.8593], [-0.5637, -0.2372, -0.8355], [1.2726, -1.6067, 1.0166], [-0.6624, -1.7927, 2.6377], [-2.4346, -0.3237, 2.6078], [-2.7443, 1.2650, 0.7768], [-1.0634, 4.5122, 1.0915]],
  "spin_multiplicity": 1,
  "de_lowest_kj_mol": 297.2,
  "charge": 0,
  "gap_ev": 8.309,
  "lumo_energy_ha": 0.0036,
  "smiles": "CC/C=C/C=C\\C=C(\\S)Br"
}



4.
{
  "formula": "C8H24O4",
  "method": "wB97M-V/def2-TZVPD",
  "symbols": ["C", "C", "C", "O", "H", "H", "H", "H", "H", "H", "H", "H", "C", "C", "C", "O", "H", "H", "H", "H", "H", "H", "H", "H", "C", "O", "H", "H", "H", "H", "C", "O", "H", "H", "H", "H"],
  "coordinates": [[-29.5901, 14.3890, -3.5643], [-28.2551, 14.9108, -3.1049], [-28.5263, 16.3398, -2.4397], [-27.7000, 14.0376, -2.2060], [-29.9759, 15.1625, -4.2284], [-30.3866, 14.0266, -2.9145], [-29.4358, 13.5153, -4.1974], [-27.5980, 14.9520, -3.9736], [-27.6773, 17.0001, -2.2625], [-28.6912, 16.3074, -1.3627], [-29.3550, 16.7953, -2.9818], [-26.9649, 13.5704, -2.6095], [-26.3505, 25.9704, -5.9774], [-26.8291, 24.6966, -5.1621], [-26.2653, 23.4608, -5.8066], [-26.4934, 24.7065, -3.7745], [-25.2750, 26.0575, -6.1316], [-26.7859, 26.8248, -5.4592], [-26.8411, 25.8532, -6.9436], [-27.9155, 24.6534, -5.2393], [-26.7389, 23.3117, -6.7770], [-26.5310, 22.5925, -5.2037], [-25.1901, 23.4496, -5.9854], [-26.9364, 25.4182, -3.3068], [-25.6439, 22.4615, -1.4030], [-25.7740, 22.2270, -2.7868], [-26.5801, 22.6724, -0.8861], [-25.2314, 21.5406, -0.9907], [-24.8284, 23.1517, -1.1867], [-25.8925, 23.0799, -3.2112], [-26.9799, 19.3427, -3.8869], [-25.9413, 20.1058, -4.4417], [-27.9458, 19.8145, -3.7064], [-27.1905, 18.5061, -4.5532], [-26.7170, 18.9897, -2.8898], [-25.7998, 20.8786, -3.8900]],
  "spin_multiplicity": 2,
  "de_lowest_kj_mol": 89.9,
  "charge": -1,
  "gap_ev": [1.415, 9.006],
  "lumo_energy_ha": [0.0871, 0.0841]
}



Number 1: E -1120.672211 Ha. Number 2: E -270.491394 Ha. Number 3: E -3283.516603 Ha. Number 4: E -620.050049 Ha.